Density functional theory data (ωB97M-V/def2-TZVPD) for 6 unconnected molecules or ions with the total composition C42H55F5N2OP.

Its frontier orbital gap is 0.286 Eh. The value obtained for the molar mass is 729.88 g mol⁻¹. The charge is +1. The calculation puts the HOMO energy at -10.406 eV. As for the total energy: -2658.62605 Ha.

XYZ file:
```
106
C42H55F5N2OP ωB97M-V/def2-TZVPD
C -1.064 -3.021 0.186
C -1.426 -1.607 0.622
C -2.784 -1.170 0.058
C -2.704 -0.649 -1.389
C -3.181 0.804 -1.554
C -2.518 1.603 -2.669
N -1.224 2.333 -2.356
C -1.034 3.301 -3.473
C -1.335 3.127 -1.065
C -0.836 2.400 0.181
C -1.315 3.015 1.527
C -1.881 4.428 1.409
C -0.144 3.000 2.504
P 0.264 1.069 -2.275
N 0.557 0.699 -3.864
O 1.439 2.172 -2.075
H -0.101 -3.338 0.583
H -1.027 -3.084 -0.904
H -1.832 -3.717 0.526
H -0.658 -0.914 0.258
H -1.454 -1.544 1.711
H -3.222 -0.409 0.711
H -3.462 -2.024 0.098
H -3.330 -1.272 -2.030
H -1.684 -0.768 -1.763
H -3.113 1.333 -0.604
H -4.244 0.795 -1.795
H -2.293 0.941 -3.510
H -3.197 2.368 -3.046
H -0.061 3.780 -3.407
H -1.140 2.785 -4.423
H -1.807 4.065 -3.400
H -0.804 4.065 -1.225
H -2.389 3.376 -0.961
H -1.167 1.362 0.142
H 0.257 2.364 0.192
H -2.090 2.360 1.935
H -2.084 4.844 2.393
H -2.824 4.447 0.861
H -1.187 5.093 0.889
H 0.582 3.777 2.250
H -0.470 3.180 3.528
H 0.381 2.043 2.497
H -0.093 0.068 -4.317
H 0.859 1.441 -4.484
H 1.191 3.074 -1.824
F -3.643 6.845 2.060
C -3.455 7.874 1.201
C -4.402 8.099 0.223
C -4.199 9.154 -0.655
C -3.070 9.954 -0.546
C -2.136 9.700 0.449
C -2.324 8.651 1.339
H -5.276 7.465 0.163
H -4.934 9.356 -1.423
H -2.922 10.778 -1.230
H -1.258 10.325 0.541
H -1.617 8.440 2.130
F -3.238 -5.615 -1.510
C -2.276 -5.833 -2.433
C -0.997 -6.122 -2.002
C -0.011 -6.338 -2.956
C -0.316 -6.269 -4.309
C -1.614 -5.980 -4.711
C -2.610 -5.756 -3.771
H -0.786 -6.174 -0.943
H 0.996 -6.571 -2.638
H 0.451 -6.453 -5.047
H -1.856 -5.940 -5.764
H -3.630 -5.541 -4.060
F 6.596 3.470 4.019
C 5.637 2.781 3.374
C 5.536 1.421 3.591
C 4.545 0.717 2.924
C 3.681 1.372 2.057
C 3.810 2.740 1.858
C 4.792 3.462 2.520
H 6.223 0.935 4.270
H 4.449 -0.349 3.085
H 2.912 0.816 1.537
H 3.140 3.254 1.180
H 4.910 4.528 2.386
F 7.455 -2.223 8.331
C 7.719 -0.919 8.108
C 7.530 -0.018 9.137
C 7.804 1.321 8.897
C 8.253 1.737 7.651
C 8.433 0.806 6.638
C 8.167 -0.538 6.860
H 7.178 -0.366 10.098
H 7.667 2.042 9.692
H 8.462 2.782 7.470
H 8.783 1.127 5.665
H 8.305 -1.284 6.089
F -0.273 -10.746 -4.622
C -1.612 -10.609 -4.737
C -2.330 -11.606 -5.366
C -3.705 -11.455 -5.476
C -4.333 -10.326 -4.969
C -3.581 -9.340 -4.344
C -2.206 -9.476 -4.221
H -1.818 -12.475 -5.756
H -4.288 -12.227 -5.962
H -5.405 -10.216 -5.058
H -4.065 -8.457 -3.947
H -1.599 -8.725 -3.734
```

=====

Density functional theory data (ωB97M-V/def2-TZVPD) for 3 unconnected molecules or ions with the total composition C3H11NO2 in a non-equilibrium geometry.

Its frontier orbital gap is 0.318 Eh. The value obtained for the molar mass is 93.13 g mol⁻¹. The calculation puts the HOMO energy at -8.201 eV. As for the total energy: -326.05999 Ha.

XYZ file:
```
17
C3H11NO2 ωB97M-V/def2-TZVPD
C -1.689 -0.515 0.167
C -0.712 -0.677 -0.757
C -1.014 0.180 -2.046
N 0.492 -1.387 -0.758
H -1.434 -0.761 1.235
H -2.431 0.228 0.081
H -0.228 0.603 -2.698
H -1.881 0.951 -1.819
H -1.370 -0.736 -2.493
H 0.820 -1.738 -1.667
H 0.957 -1.705 0.041
O 2.968 1.228 0.869
H 2.910 0.925 1.775
H 2.080 1.401 0.610
O 0.040 0.287 2.629
H 0.018 1.167 3.077
H 0.474 0.549 1.755
```

=====

Density functional theory data (ωB97M-V/def2-TZVPD) for a molecular structure, C16H48BCdFN4O4 in a non-equilibrium geometry.

As for the spin multiplicity: 2. Its frontier orbital gap (alpha / beta) is 0.101 / 0.328 Eh. The value obtained for the molar mass is 502.81 g mol⁻¹. The charge is -1. The calculation puts the HOMO energy (alpha / beta) at 0.026 / -6.156 eV. The expectation value of S² is 0.751. As for the total energy: -1450.58664 Ha.

XYZ file:
```
75
C16H48BCdFN4O4 ωB97M-V/def2-TZVPD
Cd -1.044 2.402 0.392
F 0.004 0.815 1.132
B -1.829 1.901 -1.506
H -1.933 1.117 -0.771
H -0.843 2.336 -1.461
H -1.972 1.428 -2.465
H -2.525 2.703 -1.314
C -1.024 6.613 -0.895
C -0.819 5.088 -0.656
C 0.584 4.798 -0.245
O 0.637 3.404 0.048
C 1.918 2.832 -0.174
N -1.805 4.571 0.292
H -0.695 7.127 0.008
H -2.086 6.721 -1.115
H -0.513 7.023 -1.766
H -0.984 4.521 -1.573
H 0.983 5.452 0.530
H 1.207 4.986 -1.120
H 1.976 1.745 -0.229
H 2.498 2.901 0.747
H 2.619 3.264 -0.887
H -2.652 4.842 -0.188
H -1.887 5.241 1.044
C -4.124 -2.048 1.493
C -2.998 -1.903 2.519
C -2.024 -3.157 2.333
O -0.778 -2.935 3.094
C -0.896 -3.313 4.431
N -2.265 -0.729 2.178
H -3.845 -2.174 0.447
H -4.807 -1.200 1.499
H -4.818 -2.874 1.650
H -3.403 -1.738 3.518
H -1.778 -3.259 1.276
H -2.586 -4.035 2.649
H -0.920 -4.403 4.459
H -1.805 -2.902 4.869
H 0.007 -3.065 4.988
H -1.399 -0.915 2.663
H -1.899 -0.785 1.238
C 4.398 -1.074 2.727
C 3.340 -0.559 1.776
C 3.151 -1.286 0.461
O 4.371 -1.475 -0.287
C 4.149 -1.575 -1.702
N 2.092 -0.506 2.513
H 4.319 -0.636 3.722
H 5.345 -0.711 2.327
H 4.522 -2.157 2.702
H 3.576 0.504 1.715
H 2.485 -0.632 -0.102
H 2.709 -2.276 0.568
H 3.919 -0.644 -2.221
H 3.418 -2.351 -1.929
H 5.045 -1.872 -2.248
H 1.400 0.022 2.000
H 1.663 -1.416 2.599
C -1.060 -2.071 -1.163
C 0.137 -1.605 -2.005
C -0.086 -1.805 -3.483
O -0.288 -3.171 -3.728
C -1.152 -3.443 -4.841
N 0.379 -0.191 -1.777
H -0.817 -1.844 -0.125
H -1.304 -3.125 -1.290
H -1.928 -1.544 -1.560
H 1.037 -2.164 -1.748
H 0.737 -1.407 -4.077
H -0.972 -1.240 -3.774
H -1.091 -4.530 -4.908
H -0.677 -2.965 -5.698
H -2.195 -3.157 -4.707
H -0.353 0.445 -2.061
H 0.251 0.064 -0.808
```

=====

Density functional theory data (ωB97M-V/def2-TZVPD) for 7 unconnected molecules or ions with the total composition C16H50N4O7 in a non-equilibrium geometry.

Its frontier orbital gap is 0.358 Eh. The value obtained for the molar mass is 410.60 g mol⁻¹. The calculation puts the HOMO energy at -9.237 eV. As for the total energy: -1385.20469 Ha.

XYZ file:
```
77
C16H50N4O7 ωB97M-V/def2-TZVPD
C 14.168 4.807 9.157
O 13.066 5.292 8.411
C 11.845 4.741 8.838
C 10.718 5.058 7.864
C 9.421 4.618 8.455
N 10.990 4.412 6.595
H 15.084 5.315 8.908
H 14.306 3.713 9.048
H 14.078 5.062 10.219
H 11.937 3.645 9.000
H 11.615 5.201 9.848
H 10.688 6.147 7.741
H 9.222 5.090 9.401
H 9.283 3.542 8.626
H 8.644 4.940 7.789
H 11.909 4.601 6.284
H 10.215 4.729 6.080
C 19.445 5.286 14.281
O 20.604 5.997 13.868
C 21.379 5.174 13.038
C 22.846 5.175 13.480
C 23.496 6.598 13.567
N 23.592 4.337 12.568
H 19.762 4.490 14.940
H 18.789 4.961 13.487
H 18.886 5.961 14.861
H 21.052 4.144 13.081
H 21.318 5.509 11.991
H 22.968 4.807 14.496
H 23.183 7.197 14.433
H 23.271 7.150 12.681
H 24.603 6.566 13.739
H 23.621 4.763 11.626
H 24.552 4.370 12.884
C 19.496 4.967 9.384
O 20.063 4.619 8.135
C 19.535 5.346 7.050
C 20.490 5.167 5.847
C 21.903 5.818 6.007
N 19.962 5.539 4.541
H 20.051 4.350 10.095
H 18.411 4.744 9.420
H 19.705 6.031 9.572
H 18.474 5.118 6.885
H 19.550 6.414 7.350
H 20.713 4.102 5.792
H 22.290 5.430 6.960
H 21.948 6.913 6.045
H 22.523 5.431 5.211
H 19.015 5.208 4.399
H 19.975 6.553 4.460
C 9.456 2.979 15.796
O 10.896 3.115 15.613
C 11.343 4.479 15.420
C 12.750 4.399 14.857
C 12.796 3.687 13.506
N 13.693 3.747 15.799
H 9.267 1.927 15.978
H 8.910 3.271 14.863
H 9.028 3.574 16.613
H 10.625 4.969 14.807
H 11.341 4.958 16.389
H 13.114 5.407 14.707
H 12.549 2.644 13.674
H 13.779 3.782 13.055
H 12.032 4.141 12.866
H 13.803 4.381 16.600
H 13.240 2.921 16.158
O 16.770 6.374 12.006
H 17.700 6.620 11.983
H 16.633 6.115 12.921
O 16.283 4.518 14.006
H 15.709 4.032 14.604
H 16.462 4.005 13.227
O 16.984 3.598 11.578
H 16.051 3.394 11.586
H 16.999 4.557 11.528
```

=====

Density functional theory data (ωB97M-V/def2-TZVPD) for 2 unconnected molecules or ions with the total composition C6H15NO in a non-equilibrium geometry.

Its frontier orbital gap is 0.353 Eh. The value obtained for the molar mass is 117.19 g mol⁻¹. The calculation puts the HOMO energy at -8.695 eV. As for the total energy: -367.51900 Ha.

XYZ file:
```
23
C6H15NO ωB97M-V/def2-TZVPD
C -0.601 -0.221 -3.230
C 0.288 0.249 -2.336
C -0.224 1.025 -1.140
C 0.314 0.773 0.283
C -0.527 1.590 1.338
N 1.740 1.148 0.556
C 2.594 0.114 -0.054
H -0.511 -0.961 -3.977
H -1.711 -0.138 -2.999
H 1.322 0.148 -2.512
H -1.270 0.693 -1.106
H -0.190 2.104 -1.476
H 0.150 -0.293 0.636
H -0.784 2.650 1.057
H 0.037 1.736 2.285
H -1.498 1.033 1.498
H 2.091 2.111 0.177
H 3.696 0.356 0.036
H 2.442 -0.836 0.427
H 2.266 -0.079 -1.040
O -3.365 -4.121 4.100
H -2.455 -4.427 4.063
H -3.805 -4.654 3.416
```

=====

Density functional theory data (ωB97M-V/def2-TZVPD) for C2H2S in the gas phase in a non-equilibrium geometry.

Its frontier orbital gap is 0.301 Eh. The value obtained for the molar mass is 58.11 g mol⁻¹. The calculation puts the HOMO energy at -8.982 eV. As for the total energy: -475.33318 Ha.

XYZ file:
```
5
C2H2S ωB97M-V/def2-TZVPD
C -0.572 0.161 -1.091
S -1.145 -0.453 0.260
C 0.243 0.209 1.017
H 0.310 0.654 -0.977
H 1.164 -0.570 0.791
```

=====

Density functional theory data (ωB97M-V/def2-TZVPD) for 16 unconnected molecules or ions with the total composition C28H29BBrCl61N4O4P in a non-equilibrium geometry.

Its frontier orbital gap is 0.309 Eh. The value obtained for the molar mass is 2769.89 g mol⁻¹. The charge is +1. The calculation puts the HOMO energy at -11.854 eV. As for the total energy: -32615.89316 Ha.

XYZ file:
```
129
C28H29BBrCl61N4O4P ωB97M-V/def2-TZVPD
C 5.912 -3.388 2.901
C 5.441 -3.558 1.427
C 4.851 -2.258 0.873
C 3.415 -2.029 1.313
N 2.976 -0.741 0.701
Cl 2.561 -1.178 -0.958
C 1.700 -0.284 1.203
N 0.791 -1.219 1.652
C -0.391 -1.465 0.800
C -1.762 -1.414 1.495
C -2.281 -2.791 1.854
N -3.572 -3.160 1.451
O -1.638 -3.542 2.486
P 0.666 -1.596 3.359
O 1.098 -3.176 3.411
Br 2.397 -0.617 4.408
N 1.477 0.973 1.193
C 0.187 1.525 1.624
B 0.033 1.854 3.186
O -1.163 1.564 3.773
O 0.998 2.418 3.942
C 2.482 1.962 0.758
C 2.439 2.346 -0.743
C 3.742 1.910 -1.451
C 1.163 1.917 -1.474
H 6.942 -3.700 2.984
H 5.838 -2.338 3.165
H 5.290 -3.999 3.549
H 6.326 -3.752 0.817
H 4.762 -4.392 1.260
H 4.948 -2.292 -0.212
H 5.463 -1.419 1.192
H 2.761 -2.813 0.948
H 3.430 -2.001 2.397
H -0.285 -2.424 0.296
H -0.401 -0.711 0.017
H -2.465 -1.013 0.762
H -1.804 -0.727 2.337
H -4.033 -2.412 0.945
H -3.508 -4.002 0.893
H 2.026 -3.246 3.691
H 0.095 2.484 1.116
H -0.666 0.941 1.300
H -1.885 1.695 3.134
H 0.578 3.039 4.555
H 3.461 1.667 1.094
H 2.254 2.862 1.322
H 2.463 3.430 -0.783
H 4.319 2.768 -1.776
H 3.546 1.227 -2.257
H 4.387 1.358 -0.769
H 0.852 0.898 -1.282
H 1.283 2.134 -2.537
H 0.345 2.559 -1.140
C -2.058 1.308 -3.897
Cl -3.597 0.729 -4.531
Cl -0.763 0.925 -5.034
Cl -2.134 3.056 -3.655
Cl -1.731 0.507 -2.346
C 5.017 -0.288 -5.100
Cl 4.836 -1.603 -6.261
Cl 6.711 0.180 -5.001
Cl 4.030 1.093 -5.610
Cl 4.463 -0.829 -3.506
C -4.228 4.041 2.788
Cl -3.705 3.929 4.468
Cl -3.680 2.598 1.894
Cl -5.984 4.128 2.714
Cl -3.526 5.484 2.053
C 9.753 -5.635 4.540
Cl 9.454 -3.994 5.131
Cl 11.399 -5.743 3.909
Cl 9.550 -6.784 5.865
Cl 8.603 -6.013 3.249
C 4.540 -1.309 -10.551
Cl 6.273 -0.963 -10.534
Cl 4.286 -3.053 -10.415
Cl 3.769 -0.497 -9.182
Cl 3.835 -0.725 -12.060
C -9.754 2.633 0.822
Cl -11.360 2.017 1.210
Cl -9.076 3.440 2.243
Cl -8.686 1.300 0.348
Cl -9.872 3.787 -0.510
C -12.736 -1.648 0.211
Cl -12.810 -3.049 -0.863
Cl -11.066 -1.087 0.342
Cl -13.726 -0.343 -0.451
Cl -13.340 -2.095 1.812
C -1.225 6.782 6.672
Cl -0.697 6.674 8.350
Cl -0.676 5.340 5.790
Cl -2.988 6.873 6.609
Cl -0.533 8.221 5.922
C -14.973 3.843 2.654
Cl -14.461 3.725 4.341
Cl -14.431 2.408 1.774
Cl -16.733 3.951 2.576
Cl -14.258 5.284 1.919
C 3.057 4.870 -3.969
Cl 1.976 6.082 -4.658
Cl 4.563 4.815 -4.886
Cl 3.408 5.288 -2.287
Cl 2.270 3.276 -4.046
C -13.379 0.605 -4.336
Cl -15.010 0.044 -3.952
Cl -12.673 1.381 -2.914
Cl -12.378 -0.774 -4.807
Cl -13.453 1.764 -5.668
C 7.410 -6.460 -0.605
Cl 7.343 -7.803 -1.745
Cl 9.078 -5.899 -0.445
Cl 6.394 -5.137 -1.192
Cl 6.814 -7.000 0.974
C 3.369 -9.914 1.631
Cl 3.838 -11.238 2.701
Cl 2.134 -8.924 2.423
Cl 4.785 -8.909 1.273
Cl 2.721 -10.571 0.125
C -2.882 9.573 0.368
Cl -2.379 8.330 1.526
Cl -4.142 10.572 1.093
Cl -1.494 10.579 -0.051
Cl -3.510 8.792 -1.089
C 10.117 -2.363 -4.474
Cl 9.978 -0.712 -3.845
Cl 11.729 -2.598 -5.154
Cl 9.855 -3.515 -3.158
Cl 8.903 -2.622 -5.731
```